Formula: C4H7NO2
Source: the Open Molecules 2025 dataset
Level of theory: ωB97M-V/def2-TZVPD

Output
SMILES string	C/C(=N\O)[C@H]1CO1
lowest unoccupied orbital energy	0.969	eV
spin multiplicity	1
calculated total energy	-361.74953	hartree
largest force on an atom	0.63	eV Å⁻¹

Atoms and positions in Å:
C -1.382 -1.115 -0.325
C -0.359 -0.053 -0.043
N -0.596 1.011 0.624
O -1.896 1.051 1.095
C 1.036 -0.183 -0.568
C 2.120 0.619 -0.008
O 2.012 -0.766 0.293
H -2.334 -0.653 -0.604
H -1.052 -1.785 -1.124
H -1.568 -1.716 0.573
H -1.937 1.919 1.517
H 1.111 -0.527 -1.601
H 2.956 0.906 -0.645
H 1.890 1.290 0.816

natural (NBO) population analysis, charges in e, atoms 1 to 2: number 1, C, carries -0.68; number 2, C, carries 0.19